Entry from OMol25: 2 unconnected molecules or ions with the total composition CS5 at a distorted geometry (wB97M-V/def2-TZVPD).

## Properties
Spin multiplicity   3
Lowest unoccupied orbital energy (spin up / spin down)   -0.11 / -3.82 eV
Expectation value of S²   2.021
Frontier orbital gap (spin up / spin down)   8.36 / 5.26 eV
HOMO energy (spin up / spin down)   -8.48 / -9.08 eV

Each line ends with the Löwdin charge.
Cartesian coordinates (Å):
C (1.6815, 0.5396, 0.0723)  -1.42
S (2.0878, -0.9088, -0.2134)  0.74
S (1.1082, 1.9965, 0.2855)  0.67
S (-2.7268, -2.5592, 0.0838)  0.09
S (-2.4102, 0.6822, 0.7899)  0.08
S (-2.4807, -0.7422, -0.5393)  -0.17

Entry from OMol25: a molecular structure, Ca6O4P at a distorted geometry (wB97M-V/def2-TZVPD).

## Properties
Spin multiplicity   1
Lowest unoccupied orbital energy   -32.57 eV
Frontier orbital gap   10.47 eV
HOMO energy   -43.04 eV
Net charge   +9

Each line ends with the Löwdin charge.
Cartesian coordinates (Å):
Ca (2.4699, 1.0193, -3.0503)  1.94
Ca (-1.3532, -0.0689, -2.3270)  1.82
Ca (-1.8512, 0.6746, 2.3666)  1.86
Ca (-1.4421, 3.2183, 0.2496)  1.92
Ca (-0.9516, -2.8100, 1.1023)  1.89
Ca (2.6373, -0.7439, 2.1142)  1.93
P (0.1982, -0.2463, -0.0432)  0.10
O (0.9630, -1.2393, 0.8521)  -0.56
O (-0.3534, 1.0499, 0.7546)  -0.68
O (-0.9945, -1.0893, -0.4627)  -0.60
O (0.6776, 0.2356, -1.5563)  -0.63